1.
{
  "formula": "C19H22BrNO3",
  "method": "ωB97M-V with the def2-TZVPD basis set",
  "largest_force_ev_per_a": 0.524,
  "orbital_gap_ev": 8.638,
  "relative_energy_kcal_mol": 44.3,
  "total_charge": 0,
  "elements": ["C", "O", "C", "C", "C", "C", "C", "C", "O", "C", "H", "H", "H", "H", "C", "N", "C", "C", "O", "C", "C", "C", "C", "C", "C", "H", "H", "Br", "H", "H", "H", "H", "H", "H", "C", "C", "H", "H", "H", "H", "H", "H", "H", "H", "H", "H"],
  "positions_angstrom": [[-3.840882, -2.554944, -1.908797], [-2.818823, -2.870319, -0.998886], [-2.235884, -1.854116, -0.279122], [-2.580707, -0.520230, -0.441847], [-1.986024, 0.500603, 0.289907], [-1.005908, 0.176561, 1.217936], [-0.651031, -1.151855, 1.385432], [-1.239807, -2.181715, 0.660701], [-0.745723, -3.416833, 0.958422], [-1.297849, -4.587381, 0.400699], [-1.168063, -4.621677, -0.682872], [-0.743056, -5.406247, 0.858927], [-2.358436, -4.688157, 0.640699], [0.106893, -1.426985, 2.103297], [-0.353047, 1.260370, 2.039497], [-0.378808, 2.567011, 1.416102], [0.692249, 2.858220, 0.500061], [0.720217, 2.113557, -0.859256], [2.020172, 2.120880, -1.416399], [2.963443, 1.267560, -0.943414], [4.260029, 1.487575, -1.419087], [5.302931, 0.674527, -1.032646], [5.055795, -0.373845, -0.160681], [3.781853, -0.612454, 0.317534], [2.735541, 0.206538, -0.069680], [1.750597, -0.008519, 0.311774], [3.597889, -1.435470, 0.991082], [6.493432, -1.499820, 0.385424], [6.300827, 0.852450, -1.402600], [4.423650, 2.308858, -2.098323], [0.342086, 1.091978, -0.753715], [0.109189, 2.637279, -1.598042], [1.630241, 2.631488, 1.017999], [0.678520, 3.934804, 0.305214], [-1.721450, 2.912988, 1.008145], [-2.376371, 1.930657, 0.021727], [-3.462676, 2.032077, 0.085955], [-2.093349, 2.181296, -1.004765], [-1.706325, 3.917729, 0.580174], [-2.321465, 2.944963, 1.923936], [0.680085, 0.996565, 2.275721], [-0.892588, 1.346997, 2.993000], [-3.336054, -0.246772, -1.161911], [-4.692574, -2.078269, -1.412427], [-4.158221, -3.508721, -2.328396], [-3.480514, -1.909222, -2.716492]],
  "forces_ev_per_a": [[-0.1579, 0.0482, -0.1536], [0.3732, 0.1079, 0.3519], [-0.0774, -0.1685, -0.0947], [0.0173, -0.0788, 0.0370], [0.0241, -0.0914, 0.0762], [-0.0969, -0.0482, -0.0904], [-0.2243, -0.1172, -0.1924], [0.1232, 0.0795, 0.1416], [0.0246, 0.3852, 0.0021], [-0.0974, -0.4872, -0.1329], [-0.0159, -0.0202, 0.1098], [-0.0556, 0.0355, -0.0409], [0.0798, -0.0098, -0.0230], [0.1301, -0.0746, 0.1066], [-0.0539, 0.1103, 0.1550], [-0.0542, -0.0837, 0.1334], [0.2363, -0.0357, -0.2809], [-0.2758, -0.0309, 0.2846], [0.2322, 0.1487, -0.1439], [0.3105, -0.1353, 0.0175], [-0.2830, 0.0442, 0.0423], [-0.0174, -0.0885, 0.0731], [0.1260, -0.2101, 0.1301], [0.3116, -0.0401, -0.0282], [-0.2762, 0.2830, -0.1449], [-0.1607, 0.0119, 0.0197], [-0.0034, -0.0581, 0.0443], [-0.1333, 0.1011, -0.0515], [0.0649, 0.0081, -0.0248], [0.0169, 0.1063, -0.0795], [0.0418, 0.0904, -0.0849], [-0.0012, -0.1223, 0.0827], [-0.0119, 0.0634, -0.0797], [0.1000, -0.0351, -0.0161], [-0.1427, 0.0335, -0.0255], [0.1123, 0.1376, 0.0643], [-0.0026, 0.0400, -0.0624], [-0.0464, 0.0376, -0.0195], [-0.0630, 0.0173, 0.0563], [-0.0601, 0.0609, -0.0603], [-0.0093, -0.0113, 0.0167], [0.1062, -0.0621, -0.0077], [-0.1001, -0.0327, -0.1122], [0.0385, 0.0020, -0.0248], [-0.0240, 0.0965, -0.0125], [-0.0245, -0.0071, 0.0417]]
}

=====

2.
{
  "formula": "C4H3N3O3",
  "method": "ωB97M-V with the def2-TZVPD basis set",
  "largest_force_ev_per_a": 3.400,
  "orbital_gap_ev": [8.841, 8.843],
  "relative_energy_kcal_mol": 158.7,
  "total_charge": 0,
  "elements": ["C", "C", "C", "C", "N", "N", "N", "O", "O", "O", "H", "H", "H"],
  "positions_angstrom": [[-1.753650, -0.935196, 0.238705], [-0.799369, 0.904121, -0.710865], [-0.595170, -1.337021, 0.839155], [0.444200, 0.623931, -0.162110], [-1.889176, 0.150503, -0.500162], [0.601412, -0.662963, 0.635069], [1.758627, 1.322970, -0.470343], [1.689017, -1.098316, 1.040953], [1.736057, 2.525972, -0.304271], [2.705158, 0.685499, -0.861357], [-2.461227, -1.717236, 0.187389], [-0.969015, 1.739971, -1.376974], [-0.466864, -2.202237, 1.444811]],
  "forces_ev_per_a": [[1.1185, 0.1811, -0.6808], [0.2913, -0.2078, 0.6818], [2.1673, 1.0216, 0.0472], [0.9641, -3.0539, 1.1427], [0.0829, 0.0744, -0.4201], [-1.0281, 2.2112, -1.5661], [-0.9015, -0.0038, 0.1444], [-0.7514, 0.6051, -0.1098], [-0.2173, -0.0635, 0.0010], [-0.5637, -0.2379, 0.1037], [-1.5453, -0.1625, 0.3302], [0.4233, 0.2264, 0.1500], [-0.0402, -0.5907, 0.1757]]
}